(1)
9
Properties=species:S:1:pos:R:3:forces:R:3 method="wB97M-V/def2-TZVPD" energy_ha=-1135.94470 homo_ev="-10.45 / -6.90" e_above_lowest_kcal_mol=106.1 multiplicity=1
C 1.6091 0.9564 -0.1827 0.941 1.954 -0.241
C -1.4674 -0.3088 0.3465 -0.820 -3.367 -2.993
F -1.4386 0.0204 -0.9729 -0.090 0.762 1.864
F -1.0912 -1.7127 0.2363 -1.099 2.202 1.270
S 1.7878 -0.6778 -0.0492 -0.312 -2.024 0.289
Cl -3.0285 -0.1893 1.0707 0.724 0.292 -0.044
H 2.5127 1.5841 -0.3347 -0.851 -0.669 0.186
H 0.6483 1.3969 -0.2645 -0.516 0.412 -0.070
H 0.4677 -1.0690 0.1506 2.024 0.437 -0.261

(2)
8
Properties=species:S:1:pos:R:3:forces:R:3 method="wB97M-V/def2-TZVPD" energy_ha=-935.66896 homo_ev="-8.68 / -8.68" e_above_lowest_kcal_mol=40.7 multiplicity=1
C 0.0615 0.2858 -0.1815 -2.821 0.317 -1.794
C -0.4489 1.6299 0.1958 0.377 0.358 0.448
F 0.4521 2.4114 0.7751 -0.755 -0.485 0.002
Cl -1.3915 2.4462 -0.9182 -0.537 0.325 -0.002
I -2.5471 1.1323 2.6648 1.171 0.189 -1.348
H 0.8424 0.4260 -0.9599 -0.826 -0.128 -0.070
H 0.5652 -0.0291 0.6383 1.373 -1.575 2.615
H -0.8598 -0.3762 -0.4286 2.018 0.999 0.148

(3)
8
Properties=species:S:1:pos:R:3:forces:R:3 method="wB97M-V/def2-TZVPD" energy_ha=-935.59533 s2=2.01 homo_ev="-7.67 / -10.23" e_above_lowest_kcal_mol=15.1 multiplicity=3
C 0.1919 0.1182 -0.0190 -1.464 1.113 6.116
C 1.3800 0.7103 0.8311 -1.789 -2.037 -1.055
F 2.4578 0.8225 0.0940 1.418 0.297 -0.877
Cl 0.7693 3.1938 0.8896 -0.187 1.107 0.238
I 1.8946 0.1986 2.7655 -0.320 0.054 0.280
H -0.6911 0.8291 0.2381 1.264 -1.245 -0.850
H 0.4788 0.1666 -0.9855 0.661 -0.025 -3.165
H -0.1136 -0.8890 0.3663 0.416 0.735 -0.687

(4)
8
Properties=species:S:1:pos:R:3:forces:R:3 method="wB97M-V/def2-TZVPD" energy_ha=-692.76131 smiles=N#CCl.CF homo_ev=-11.72 e_above_lowest_kcal_mol=16.5 multiplicity=1
N -1.3532 -1.7063 2.5496 -0.145 0.113 0.017
C -2.3437 -1.1442 2.3858 -0.201 0.087 -0.174
Cl -3.7638 -0.3605 2.1133 0.390 -0.187 0.093
C -0.1150 -0.1725 -1.0311 0.336 -1.064 1.111
F -1.4101 0.1298 -0.6189 -0.381 0.248 -0.084
H 0.1309 -1.1468 -0.3984 0.002 1.920 -1.754
H 0.5281 0.6983 -0.6675 -0.561 -1.300 -0.910
H -0.1707 -0.3284 -2.1636 0.561 0.182 1.700

(5)
8
Properties=species:S:1:pos:R:3:forces:R:3 method="wB97M-V/def2-TZVPD" energy_ha=-692.63362 homo_ev="-7.81 / -8.64" e_above_lowest_kcal_mol=96.7 multiplicity=1
C 1.9077 -0.1825 0.1893 -2.719 0.188 0.241
C -1.6220 -0.3279 0.1368 -1.538 2.729 0.580
N 0.8888 0.4236 -0.0916 0.280 -0.285 -0.301
F -1.3001 -1.5641 -0.0514 0.353 -1.732 -0.235
Cl 3.4880 0.1864 0.0459 2.512 0.326 -0.273
H -2.0470 -0.0157 1.0890 0.563 -0.668 0.449
H -2.1424 0.2181 -0.6429 0.408 -0.444 -0.774
H 0.8270 1.2621 -0.6751 0.140 -0.114 0.313

(6)
8
Properties=species:S:1:pos:R:3:forces:R:3 method="wB97M-V/def2-TZVPD" energy_ha=-890.52428 homo_ev=-8.20 e_above_lowest_kcal_mol=58.5 multiplicity=1
C -0.8977 -1.4452 -0.3249 -0.281 2.353 -0.678
C -1.3837 0.8944 0.4219 -1.339 0.889 -1.138
N -1.1670 -0.3340 0.1747 1.052 -1.585 0.063
Cl -1.1629 -2.9718 0.2943 -0.087 -0.408 0.896
I 3.8988 0.6053 0.1998 -0.180 -0.207 -1.759
H -0.5768 1.6689 0.6410 -1.206 -1.447 0.052
H -2.4506 1.1796 0.0881 1.887 0.200 0.802
H 3.7399 0.4030 -1.4949 0.155 0.205 1.763

(7)
8
Properties=species:S:1:pos:R:3:forces:R:3 method="wB97M-V/def2-TZVPD" energy_ha=-647.52493 homo_ev=-10.60 e_above_lowest_kcal_mol=123.6 multiplicity=1
C 0.8075 -0.9005 -0.1784 -2.193 -2.161 -5.086
C -0.3680 -1.0437 0.7322 -1.109 3.102 -0.616
N 2.0135 -0.2321 -0.0747 1.384 2.132 0.751
N 2.0950 -1.4316 0.1128 0.463 -0.976 0.393
Cl -1.9093 -0.4823 -0.1098 0.849 -0.634 0.360
H 0.5251 -1.1456 -1.8672 0.127 0.546 4.362
H -0.4072 -0.4094 1.6181 0.806 0.490 -0.201
H -0.4997 -1.9710 1.1614 -0.328 -2.501 0.036

(8)
8
Properties=species:S:1:pos:R:3:forces:R:3 method="wB97M-V/def2-TZVPD" energy_ha=-647.62727 homo_ev=-8.90 e_above_lowest_kcal_mol=59.3 multiplicity=1
C -1.1755 -1.2965 1.1709 0.258 -0.398 0.392
C 0.7635 -0.0890 -1.0378 -0.547 -0.100 -0.971
N -1.8693 -0.5812 0.6219 -0.585 0.551 -0.369
N 0.4266 1.1613 -0.9092 0.189 0.260 0.295
Cl 1.8739 -0.5582 0.1906 0.564 0.009 0.645
H -0.5322 -1.9548 1.6967 0.173 -0.178 0.068
H -0.2451 1.5356 -1.5623 0.019 -0.045 0.024
H 0.7581 1.7828 -0.1709 -0.072 -0.099 -0.083

(9)
11
Properties=species:S:1:pos:R:3:forces:R:3 method="wB97M-V/def2-TZVPD" energy_ha=-873.30664 homo_ev=-10.21 e_above_lowest_kcal_mol=29.9 multiplicity=1
C -1.1452 -0.3822 -0.0887 2.638 -1.142 -2.242
C 0.0883 -1.1666 -1.3243 -1.026 3.140 2.219
N -0.5066 0.5631 0.5767 3.181 0.016 -0.929
N 1.2657 -1.5870 -0.5405 1.369 -2.853 -0.564
O 1.9310 -0.7698 0.0916 -0.904 0.403 -0.373
O -2.2523 -0.7299 -0.1848 -1.748 -0.405 0.254
O 1.5901 -2.7708 -0.6296 -0.468 1.278 0.436
Cl -0.6852 -2.4148 -2.2747 0.691 1.262 0.503
H 0.4530 -0.1405 -1.6935 -0.829 -1.952 -0.742
H 0.5556 0.6579 0.3460 -2.606 -0.156 1.004
H -1.0092 1.2487 1.0904 -0.298 0.409 0.435

(10)
11
Properties=species:S:1:pos:R:3:forces:R:3 method="wB97M-V/def2-TZVPD" energy_ha=-1216.91719 homo_ev=-5.32 charge=-1 e_above_lowest_kcal_mol=0.0 multiplicity=1
H -1.1847 1.3118 -2.0222 0.491 -0.444 2.128
N -0.9599 0.6280 -1.2490 -0.156 -0.368 -2.312
C -0.1205 0.7601 -0.3432 -1.895 1.328 0.193
Cl 0.2891 2.3752 0.3566 -0.065 0.464 -0.342
C 0.5072 -0.2728 0.4151 3.354 1.491 1.058
S 2.3233 -0.1397 -0.1905 0.314 -2.262 0.022
O 2.8445 0.9186 0.6199 0.750 0.973 0.466
O 2.8501 -1.4714 0.1742 -0.545 0.920 -0.359
O 2.2559 0.1117 -1.6166 -0.020 0.101 -0.078
H 0.3765 -1.2713 0.1746 -1.130 -1.703 -0.289
H 0.8204 -0.0007 1.4456 -1.096 -0.500 -0.487